(1)
This record from the OMol25 dataset describes a structure of composition C31H33BN9O2PS2Se2V at a distorted geometry. The level of theory is wB97M-V/def2-TZVPD.

Atoms and positions in Å:
V 0.120528 1.310367 -0.711125
C 1.544781 5.292335 0.255247
C 1.517870 3.918008 0.486627
N 0.691029 3.306085 -0.367812
N 0.169777 4.286168 -1.153421
C 0.668396 5.472848 -0.799943
B -0.799135 3.878745 -2.317341
N -0.041785 2.918243 -3.268160
C 0.230886 3.015630 -4.574765
C 0.852096 1.853387 -4.986270
C 0.915011 1.067712 -3.830613
N 0.386374 1.706167 -2.792813
N -2.019323 3.106043 -1.711071
C -3.326361 3.267353 -1.952265
C -4.015350 2.179135 -1.454030
C -3.020437 1.355042 -0.923378
N -1.817079 1.913537 -1.069804
H 2.109935 6.044069 0.781290
H 2.052743 3.340024 1.225606
H 0.364855 6.365636 -1.325595
H -1.177007 4.863872 -2.906035
H -0.049559 3.903805 -5.120706
H 1.187589 1.597463 -5.977993
H 1.287260 0.063030 -3.703182
H -3.672022 4.146561 -2.472930
H -5.075090 1.991655 -1.491965
H -3.101423 0.376949 -0.467514
Se -0.289644 -1.152814 -0.938060
P 1.832059 -1.924448 -0.330486
Se -1.015098 -2.011745 -2.950092
C 2.988446 -0.840224 -1.286593
C 4.062341 -1.323796 -2.032717
C 4.961187 -0.453632 -2.645599
C 4.821816 0.924159 -2.513069
C 3.778312 1.429002 -1.750173
C 2.899461 0.543300 -1.153857
C 1.897670 -3.524975 -1.163731
C 1.921451 -3.709252 -2.546455
C 1.949651 -4.992774 -3.081817
C 1.937108 -6.100706 -2.245067
C 1.898923 -5.932642 -0.865663
C 1.883900 -4.650504 -0.335009
H 4.193710 -2.393387 -2.149329
H 5.773430 -0.860671 -3.235840
H 5.515828 1.596860 -3.001163
H 3.639076 2.495612 -1.624690
H 2.110236 0.969037 -0.544988
H 1.911879 -2.853646 -3.206971
H 1.961234 -5.123610 -4.156859
H 1.955460 -7.098031 -2.667755
H 1.889527 -6.793903 -0.208695
H 1.865198 -4.511887 0.741263
S -3.450226 -1.575928 1.532849
C -2.291533 -2.516474 2.270624
N -1.996370 -2.501173 3.580194
C -0.843465 -3.276142 4.015276
C -0.724888 -4.408474 3.002917
S -1.291320 -3.688830 1.436077
H -2.415162 -1.775208 4.153209
H -1.005906 -3.654768 5.023575
H 0.059703 -2.659165 4.015947
H -1.352097 -5.255725 3.274142
H 0.304363 -4.743568 2.889949
O -5.626814 0.214750 3.328533
C -4.937569 1.165254 4.104795
N -3.570435 1.363270 3.665711
C -2.646408 0.423782 3.956166
O -2.875441 -0.505641 4.721335
C -1.283354 0.572561 3.339249
C -0.172345 0.120212 4.017144
C 1.049873 0.134177 3.370774
C 1.094606 0.550892 2.053575
N 0.019481 0.985055 1.373147
C -1.138248 1.020268 2.038588
H -5.182125 -0.636575 3.444189
H -4.909511 0.889453 5.155266
H -5.465116 2.106009 3.986761
H -3.386344 2.025298 2.931023
H -0.283194 -0.256240 5.027775
H 1.956984 -0.209120 3.848547
H 2.029559 0.515205 1.510973
H -1.994432 1.331634 1.455047

Force components x, y, z for each atom (eV/Å):
V 0.404 0.197 -1.020
C -0.002 0.023 0.028
C -0.088 -0.216 -0.072
N 0.127 1.055 0.044
N -0.116 -0.705 -0.127
C -0.056 0.153 -0.079
B -0.069 0.066 0.041
N -0.058 -0.266 0.659
C -0.033 0.054 -0.112
C -0.015 -0.012 0.032
C 0.001 -0.072 0.097
N -0.062 0.591 -0.595
N 0.616 -0.321 0.042
C -0.046 0.090 -0.036
C 0.032 -0.013 0.000
C 0.188 -0.048 0.033
N -0.977 0.625 -0.143
H -0.038 -0.063 -0.050
H -0.008 0.025 -0.005
H 0.032 -0.060 0.058
H 0.075 -0.171 0.119
H 0.028 -0.072 0.018
H -0.029 0.026 0.091
H -0.004 0.014 -0.017
H -0.005 -0.052 0.015
H 0.063 0.013 0.008
H -0.042 0.030 -0.013
Se 0.001 -0.945 0.059
P -0.164 0.464 -0.049
Se 0.178 0.158 -0.039
C 0.021 -0.161 -0.063
C 0.101 -0.047 -0.141
C -0.116 0.035 0.087
C 0.009 -0.117 -0.021
C 0.053 -0.117 -0.018
C -0.176 -0.051 -0.046
C 0.132 -0.225 -0.008
C -0.030 -0.068 -0.061
C -0.014 0.066 0.115
C 0.002 0.040 -0.003
C 0.004 0.129 -0.056
C -0.028 -0.070 0.026
H 0.009 0.060 -0.010
H -0.019 0.015 0.022
H -0.008 -0.034 0.014
H -0.017 -0.010 -0.018
H 0.141 0.126 0.341
H -0.022 0.007 0.006
H 0.002 0.009 0.032
H -0.007 0.025 0.005
H -0.003 0.026 -0.020
H 0.013 0.004 -0.025
S 0.173 -0.110 0.038
C 0.178 -0.233 0.549
N 0.464 -1.192 -1.171
C -0.328 -0.063 -0.229
C 0.210 0.038 0.013
S -0.046 -0.056 -0.154
H 0.025 -0.111 0.308
H -0.003 0.004 0.028
H 0.064 0.048 -0.056
H -0.049 -0.009 -0.024
H -0.016 -0.045 0.013
O 0.078 0.336 0.383
C -0.347 -0.208 -0.383
N 0.305 -0.304 0.176
C 0.154 0.908 -0.312
O -0.650 1.099 0.999
C -0.542 0.064 -0.137
C 0.193 -0.154 0.284
C 0.032 0.010 -0.079
C -0.017 0.068 0.006
N 0.227 -0.189 1.077
C -0.148 -0.149 -0.379
H 0.029 -0.052 -0.214
H 0.020 -0.055 0.114
H -0.037 0.070 0.022
H 0.029 0.007 -0.007
H 0.044 0.027 -0.036
H -0.035 0.007 0.020
H 0.031 0.006 -0.005
H -0.020 0.031 0.014

Output
maximum force	1.734	eV/A
expectation value of S²	3.7625
spin multiplicity	4
HOMO-LUMO gap (spin up / spin down)	0.2135 / 0.2118	hartree
energy	-8754.03707	a.u.

These are the Mulliken partial charges, in e, on atoms 1 to 4: atom 1 (V): 0.18, atom 2 (C): -1.29, atom 3 (C): -0.43, atom 4 (N): 0.72


(2)
This record from the OMol25 dataset describes a structure of composition C31H33F2N8O2PbSSe2Te2 at a distorted geometry. The level of theory is wB97M-V/def2-TZVPD.

Atoms and positions in Å:
Pb 1.158830 -1.151768 0.286500
C 5.563062 -1.138251 -1.264511
C 4.332603 -1.602781 -0.802869
N 3.628382 -0.905118 0.072286
C 4.150280 0.231019 0.554079
C 5.384853 0.674639 0.071733
N 6.065038 0.007554 -0.841603
C 3.377029 0.929949 1.588642
C 3.773432 2.137400 2.155039
C 2.966378 2.724641 3.129461
C 1.800141 2.066187 3.511903
C 1.478620 0.849509 2.915473
N 2.256031 0.320289 1.969606
C 0.264838 0.095426 3.242445
C -0.607925 0.443707 4.279974
N -1.701970 -0.243401 4.534549
C -1.944751 -1.313306 3.791982
C -1.092682 -1.686788 2.760606
N -0.010662 -0.975720 2.484091
C 3.327024 4.012401 3.736717
C 2.359788 4.993881 3.949227
C 2.752274 6.195682 4.517836
N 3.994419 6.453605 4.881093
C 4.910236 5.521307 4.696617
C 4.636836 4.287708 4.123831
H 6.151719 -1.686365 -1.984259
H 3.937161 -2.558690 -1.116520
H 5.848450 1.585399 0.417109
H 4.678181 2.635049 1.849801
H 1.172959 2.498148 4.271941
H -0.431985 1.289449 4.926703
H -2.833224 -1.877451 4.033100
H -1.270658 -2.560618 2.152276
H 1.335111 4.834242 3.647771
H 2.039944 6.989726 4.695704
H 5.910276 5.772578 5.022443
H 5.415682 3.549713 4.005841
Se -0.289713 -3.227230 -3.292212
Te 2.094662 -4.118846 -3.570139
Te 2.746618 -1.484684 -4.044544
Se 0.592842 -1.093475 -2.745775
F 2.214327 -4.137408 -0.491656
C 1.394461 -3.618538 0.508648
F 0.183500 -4.242419 0.309433
H 1.794085 -4.019242 1.452269
C -6.781454 -1.642618 -1.512519
C -5.652410 -2.555806 -1.040990
N -4.933132 -3.179219 -2.132801
C -5.575121 -4.264345 -2.862193
C -6.167885 -3.794794 -4.186753
C -3.701546 -2.808301 -2.502408
O -3.044256 -3.362921 -3.371237
C -3.094632 -1.620782 -1.813358
C -3.337379 -0.330946 -2.270725
C -2.639785 0.719210 -1.693186
C -1.694214 0.432114 -0.726059
N -1.420324 -0.804696 -0.322844
C -2.114412 -1.807208 -0.842092
H -7.218013 -1.132434 -0.658545
H -7.563939 -2.215141 -2.000927
H -6.406037 -0.896196 -2.208213
H -6.063659 -3.350423 -0.409683
H -4.941529 -1.980647 -0.441373
H -6.346332 -4.693514 -2.221763
H -4.818075 -5.026218 -3.062612
H -6.937383 -3.043277 -4.033349
H -6.608081 -4.637970 -4.710601
H -5.385760 -3.376031 -4.813788
H -4.046121 -0.151503 -3.065890
H -2.818487 1.737105 -1.998928
H -1.112094 1.213860 -0.256110
H -1.883487 -2.798229 -0.475516
C 2.241115 3.551681 -1.455274
S 2.477118 2.092940 -2.556077
C 1.056022 2.429766 -3.658648
O 2.039343 0.930053 -1.737110
H 2.392497 4.453891 -2.033950
H 2.986307 3.492638 -0.668254
H 1.247732 3.536259 -1.022102
H 1.315027 3.230122 -4.340002
H 0.178590 2.682747 -3.074369
H 0.865294 1.513724 -4.212390

Force components x, y, z for each atom (eV/Å):
Pb -0.090 -0.643 -0.692
C -0.192 0.031 0.109
C 0.324 -0.047 -0.078
N 0.712 -0.111 0.346
C 0.629 -0.169 -0.603
C -0.565 0.079 0.281
N 0.359 -0.101 -0.191
C -0.115 0.371 0.378
C -0.328 -0.061 0.143
C -0.049 -0.404 -0.231
C 0.065 -0.225 -0.230
C 0.586 0.695 -0.124
N 0.265 -0.036 0.658
C -0.715 -0.409 0.245
C 0.342 0.071 -0.319
N -0.278 -0.147 0.215
C 0.057 -0.067 -0.128
C -0.167 0.106 0.183
N 0.123 0.153 0.815
C 0.110 0.433 0.233
C 0.219 -0.110 -0.043
C -0.334 -0.114 -0.083
N 0.160 0.485 0.265
C 0.220 -0.300 -0.115
C -0.236 0.028 -0.058
H -0.050 -0.160 -0.085
H -0.160 -0.015 -0.111
H -0.035 0.154 0.133
H 0.113 0.045 -0.075
H -0.080 0.060 0.118
H 0.131 0.129 0.001
H -0.064 -0.121 -0.063
H -0.078 -0.123 -0.073
H -0.096 0.022 0.001
H -0.144 0.012 -0.049
H 0.115 -0.056 0.000
H 0.098 -0.050 0.010
Se 0.300 -0.213 -0.435
Te 0.179 0.060 -0.296
Te -0.123 -0.146 -0.331
Se -0.055 -0.274 -0.308
F 0.032 0.316 0.450
C 0.457 0.240 0.227
F -0.507 0.082 0.091
H -0.070 0.070 -0.117
C 0.170 -0.172 0.181
C -0.259 0.294 0.172
N -0.057 -0.144 0.109
C 0.029 -0.148 -0.383
C 0.074 -0.079 0.152
C 0.131 0.085 0.102
O -0.336 -0.090 -0.174
C 0.281 0.184 -0.191
C 0.133 -0.140 0.247
C -0.001 -0.060 0.045
C -0.089 0.103 -0.050
N -0.657 -0.071 0.218
C -0.399 -0.005 -0.184
H -0.099 0.070 0.080
H -0.109 -0.009 -0.085
H 0.011 0.085 -0.082
H 0.112 0.084 0.017
H -0.161 -0.163 -0.018
H 0.052 0.011 0.043
H -0.100 0.020 0.100
H -0.079 0.058 -0.018
H -0.074 -0.084 -0.091
H 0.069 0.036 -0.073
H -0.095 -0.013 -0.046
H -0.004 0.130 -0.029
H 0.105 0.147 -0.026
H 0.075 -0.170 -0.045
C 0.291 -0.534 -0.524
S -0.802 1.325 -0.074
C 0.560 -0.092 0.240
O 0.109 -0.336 0.466
H 0.052 0.214 -0.131
H 0.129 -0.066 0.033
H -0.204 -0.166 -0.039
H 0.054 0.187 -0.143
H -0.064 0.024 0.196
H 0.085 -0.055 -0.061

Output
maximum force	1.550	eV/A
HOMO-LUMO gap	0.1998	hartree
energy above the lowest of the compared OMol25 structures with the same formula, charge and spin	2.6209	eV
charge	+1
energy	-7919.08457	a.u.

These are the Mulliken partial charges, in e, on atoms 1 to 4: atom 1 (Pb): 1.57, atom 2 (C): -0.64, atom 3 (C): -0.22, atom 4 (N): -0.19


(3)
This record from the OMol25 dataset describes a structure of composition C31H33FIN5O5Tl at a distorted geometry. The level of theory is wB97M-V/def2-TZVPD.

Atoms and positions in Å:
Tl -0.128454 -4.600856 -0.418878
N 3.555508 -4.494292 -0.346605
C 3.781090 -3.107469 0.044084
C 2.544050 -2.219833 0.287938
O 2.765189 -1.060216 0.673935
O 1.409631 -2.724020 0.028791
H 3.117508 -4.982287 0.428605
H 2.858820 -4.503680 -1.084270
H 4.373861 -2.610322 -0.730419
H 4.391179 -3.077164 0.948207
F -2.960955 1.545324 -0.741247
C -2.364924 1.007799 0.366322
C -2.237921 -0.329452 0.467261
C -1.501735 -0.902379 1.552198
C -1.214106 -2.313754 1.530716
O -1.618174 -3.010219 0.561375
C -0.449231 -2.820415 2.661128
C -0.085230 -1.951407 3.628005
N -0.356158 -0.612282 3.633617
C 0.194561 0.220521 4.659123
C 0.147108 -0.255272 6.074688
C -0.736772 0.879194 5.635998
C -1.016322 -0.038307 2.558796
C -1.176110 1.340283 2.459809
C -1.876708 1.880975 1.343485
N -1.579295 3.285015 1.019901
C -0.313820 3.445134 0.210315
C 0.174991 4.897912 0.320130
N -0.911971 5.705780 0.875746
C -2.136503 5.508002 0.111850
C -2.671080 4.091209 0.398253
C 0.067823 -4.246476 2.863099
O 0.640951 -4.485007 3.932412
O -0.092142 -5.059672 1.901972
H -2.649595 -0.972827 -0.290569
H 0.500310 -2.326791 4.454514
H 1.068235 0.788816 4.353210
H 1.001774 -0.039166 6.699997
H -0.323293 -1.210302 6.260615
H -0.502858 1.882753 5.966550
H -1.789112 0.666613 5.506090
H -0.801649 2.000962 3.231043
H -0.572951 3.154427 -0.807411
H 0.397980 2.722582 0.602575
H 0.490976 5.243251 -0.672364
H 1.032775 4.962653 0.989078
H -0.654443 6.680582 0.924770
H -1.396298 3.748132 1.910929
H -1.974570 5.632728 -0.967642
H -2.875658 6.245505 0.421149
H -2.982332 3.581163 -0.505577
H -3.497494 4.080082 1.105854
C -2.039595 -1.712235 -2.582344
C -1.192068 -0.593956 -2.645125
C -1.222124 0.289604 -3.756484
C -0.404737 1.399205 -3.806928
C 0.482031 1.670097 -2.762328
C 0.554777 0.802419 -1.672490
C -0.266537 -0.308236 -1.609601
H -2.703763 -1.927889 -3.410291
H -2.087579 -2.353710 -1.704133
H -1.906510 0.080195 -4.571552
H -0.442337 2.057027 -4.668230
H 1.138536 2.531402 -2.819234
H 1.280573 0.946617 -0.878415
H -0.155977 -0.997953 -0.778670
I 3.922994 0.283517 -3.799698
C 2.543691 -1.238173 -4.149537
C 2.166333 -1.563233 -5.441424
C 1.282339 -2.616520 -5.616304
C 0.832432 -3.295073 -4.493035
N 1.190068 -2.974010 -3.256509
C 2.022922 -1.956628 -3.080985
H 2.556199 -1.012175 -6.286929
H 0.956164 -2.911597 -6.604921
H 0.146878 -4.131247 -4.589092
H 2.278808 -1.710970 -2.054919

Force components x, y, z for each atom (eV/Å):
Tl 0.380 -0.420 -0.771
N -0.003 -0.005 0.099
C 0.026 0.009 -0.024
C -0.017 -0.003 0.032
O -0.104 0.029 0.055
O -0.055 0.092 0.244
H -0.018 0.002 -0.007
H -0.016 0.002 -0.085
H -0.023 0.015 0.005
H -0.007 -0.010 0.016
F 0.242 -0.339 0.454
C -0.374 1.584 -0.179
C 0.928 -1.255 1.247
C -0.996 1.791 -0.709
C 0.102 -1.868 -0.566
O -0.062 1.208 1.316
C -0.190 0.203 -0.173
C 0.073 0.273 -0.161
N -0.105 0.069 -0.074
C 0.171 0.138 0.089
C -0.028 0.019 -0.035
C -0.038 0.010 0.007
C 0.015 -0.654 0.155
C -0.913 0.666 -1.012
C 1.206 -1.095 0.261
N -0.153 0.126 0.393
C -0.047 -0.178 -0.154
C -0.067 0.043 0.068
N -0.035 -0.061 0.092
C 0.018 0.029 -0.033
C -0.182 0.059 -0.082
C 0.267 -0.540 -0.382
O -0.213 0.156 0.087
O -0.042 0.236 0.523
H 0.002 -0.191 -0.454
H -0.003 -0.029 0.016
H 0.021 -0.070 -0.009
H -0.016 0.000 -0.022
H -0.003 0.010 0.002
H -0.003 -0.010 0.001
H -0.014 -0.007 0.039
H 0.112 0.007 -0.076
H 0.115 -0.128 -0.057
H 0.016 0.015 -0.120
H -0.023 -0.088 0.017
H 0.001 0.002 -0.003
H -0.009 0.002 -0.009
H 0.087 0.068 0.057
H 0.000 -0.052 0.031
H -0.009 -0.020 -0.008
H 0.019 0.063 0.025
H -0.022 0.073 0.028
C 0.232 0.655 0.141
C -1.368 -1.841 0.064
C 0.380 0.875 -0.442
C -0.522 -0.556 -0.062
C 0.502 0.700 0.366
C -0.275 -0.271 -0.143
C 0.489 0.433 0.609
H -0.037 -0.035 -0.019
H 0.191 0.056 -0.321
H -0.002 -0.022 -0.011
H 0.003 0.037 -0.045
H 0.126 -0.011 -0.062
H 0.098 0.022 0.005
H 0.165 -0.060 -0.272
I 0.041 0.026 0.010
C -0.055 -0.006 -0.153
C 0.038 0.041 0.086
C -0.001 -0.024 0.047
C -0.065 0.057 -0.046
N 0.046 -0.172 0.060
C 0.046 0.061 0.170
H -0.008 0.009 -0.003
H -0.009 0.010 -0.005
H 0.000 0.031 0.013
H -0.025 0.006 -0.145

Output
maximum force	2.294	eV/A
HOMO-LUMO gap (spin up / spin down)	0.1247 / 0.1245	hartree
energy above the lowest of the compared OMol25 structures with the same formula, charge and spin	1.9384	eV
charge	-1
energy	-2421.07429	a.u.

These are the Mulliken partial charges, in e, on atoms 1 to 4: atom 1 (Tl): 1.34, atom 2 (N): -0.76, atom 3 (C): -0.74, atom 4 (C): 0.17